one | Below is 2 unconnected molecules or ions with the total composition C5H14, with properties calculated with ωB97M-V with the def2-TZVPD basis set.

orbital gap	12.392	eV
SMILES	CCC.CC
2S+1	1
highest occupied orbital energy	-11.2	eV
lowest unoccupied orbital energy	1.19	eV

CARTESIAN COORDINATES (ANGSTROEM)
C -1.42143 -1.95352 -0.23576
C -1.12666 -0.83352 -1.23758
C 0.34138 -0.81170 -1.63075
H -0.96112 -1.69387 0.71882
H -0.85277 -2.83627 -0.52399
H -2.46797 -2.13882 -0.02115
H -1.75826 -1.02920 -2.11167
H -1.49616 0.14299 -0.93507
H 0.60461 -1.53698 -2.39191
H 0.67192 0.19202 -1.87807
H 0.96161 -1.01787 -0.74085
C 0.24973 1.38770 1.46400
C 1.63557 2.03415 1.27741
H -0.02972 1.18632 2.49481
H -0.54629 1.97583 1.01052
H 0.22811 0.39121 0.99980
H 2.30676 1.30861 0.82148
H 2.11159 2.29122 2.22301
H 1.54911 2.94172 0.69697



two | Below is 2 unconnected molecules or ions with the total composition C5H14, with properties calculated with ωB97M-V with the def2-TZVPD basis set.

orbital gap	12.133	eV
SMILES	CCC.CC
2S+1	1
highest occupied orbital energy	-11.1	eV
lowest unoccupied orbital energy	1.07	eV

CARTESIAN COORDINATES (ANGSTROEM)
C -0.99305 -0.83656 -2.04717
C -0.55999 -1.27923 -0.59983
C 0.49889 -2.40801 -0.52321
H -1.42514 -1.73341 -2.51092
H -1.93596 -0.29016 -1.99596
H -0.09497 -0.41108 -2.46930
H -1.47187 -1.56740 -0.07585
H -0.20289 -0.33843 -0.17558
H 1.42689 -2.04454 -0.09563
H 0.76105 -2.60485 -1.56528
H 0.05786 -3.23790 0.00711
C 0.53959 1.58866 2.12402
C 0.40407 2.57837 0.94571
H 1.41107 0.96207 1.92207
H 0.99480 2.13641 2.96081
H -0.42813 1.14485 2.30004
H 0.62713 2.04000 0.01485
H 1.03892 3.45639 0.95070
H -0.64827 2.84482 0.83342



Relative energy of each structure, in eV: one 0.000; two 0.602.



one | Below is 2 unconnected molecules or ions with the total composition C5H14, with properties calculated with ωB97M-V with the def2-TZVPD basis set.

orbital gap	12.569	eV
SMILES	CCC.CC
2S+1	1
highest occupied orbital energy	-11.4	eV
lowest unoccupied orbital energy	1.15	eV

CARTESIAN COORDINATES (ANGSTROEM)
C 0.36903 1.80160 -0.65803
C -0.01594 1.50498 -2.12782
C -1.01187 0.28029 -2.19218
H 0.34082 2.85891 -0.38487
H -0.24830 1.15685 -0.04273
H 1.37762 1.44692 -0.40740
H 0.85120 1.24907 -2.72452
H -0.62879 2.32858 -2.46279
H -1.21333 -0.09533 -1.19062
H -0.63198 -0.64936 -2.62599
H -1.92991 0.64569 -2.65123
C 0.99743 -1.36358 2.50868
C -0.32888 -1.73159 1.86044
H 1.54419 -0.55758 2.01992
H 0.91456 -1.22492 3.58075
H 1.67286 -2.23094 2.49014
H -0.32982 -1.39609 0.81492
H -0.52205 -2.80000 1.93405
H -1.20685 -1.22349 2.25930



two | Below is 2 unconnected molecules or ions with the total composition C5H14, with properties calculated with ωB97M-V with the def2-TZVPD basis set.

orbital gap	12.593	eV
SMILES	CCC.CC
2S+1	1
highest occupied orbital energy	-11.4	eV
lowest unoccupied orbital energy	1.16	eV

CARTESIAN COORDINATES (ANGSTROEM)
C 2.75861 -1.44756 1.12169
C 2.33841 -0.32771 0.18435
C 0.89343 -0.53038 -0.32903
H 2.84708 -2.36156 0.52749
H 3.77985 -1.22817 1.44146
H 2.07330 -1.58206 1.95287
H 2.45957 0.66103 0.62977
H 2.98418 -0.29000 -0.68453
H 0.23578 -0.41731 0.53430
H 0.62694 0.03039 -1.22407
H 0.84945 -1.58431 -0.63385
C -2.98410 0.85036 -1.12619
C -2.47310 1.36885 0.22797
H -3.89757 0.27442 -0.98255
H -3.28118 1.70760 -1.71923
H -2.18967 0.34405 -1.66092
H -1.77075 2.19381 0.10913
H -3.26620 1.78086 0.85940
H -1.98403 0.55766 0.77194



three | Below is 2 unconnected molecules or ions with the total composition C5H14, with properties calculated with ωB97M-V with the def2-TZVPD basis set.

orbital gap	12.405	eV
SMILES	CCC.CC
2S+1	1
highest occupied orbital energy	-11.3	eV
lowest unoccupied orbital energy	1.13	eV

CARTESIAN COORDINATES (ANGSTROEM)
C -0.39603 0.27006 0.83129
C 0.53626 0.29621 2.08274
C 1.14764 1.67023 2.33592
H -0.01960 -0.49046 0.16062
H -0.34285 1.27268 0.40512
H -1.43009 0.14321 1.14450
H -0.05697 -0.00240 2.94880
H 1.35105 -0.42286 1.98563
H 1.75410 1.95020 1.46587
H 0.40372 2.45650 2.45351
H 1.87561 1.63876 3.14364
C -1.31856 -1.19342 -2.19811
C 0.09070 -1.01075 -2.78136
H -1.41499 -0.74074 -1.22043
H -2.05884 -0.66797 -2.81805
H -1.74007 -2.19593 -2.24748
H 0.48345 -1.96390 -3.13955
H 0.02788 -0.41307 -3.69541
H 0.77562 -0.50292 -2.10697



four | Below is 2 unconnected molecules or ions with the total composition C5H14, with properties calculated with ωB97M-V with the def2-TZVPD basis set.

orbital gap	12.663	eV
SMILES	CCC.CC
2S+1	1
highest occupied orbital energy	-11.5	eV
lowest unoccupied orbital energy	1.13	eV

CARTESIAN COORDINATES (ANGSTROEM)
C -2.25735 0.48607 0.71553
C -1.48320 0.23136 -0.58882
C -1.56149 -1.24301 -0.98571
H -1.69412 0.11811 1.56929
H -3.23930 0.00848 0.69911
H -2.41626 1.55989 0.87944
H -1.96459 0.86202 -1.34158
H -0.44582 0.52142 -0.42577
H -1.00275 -1.46927 -1.89038
H -1.12635 -1.85512 -0.19108
H -2.60846 -1.54486 -1.06739
C 2.58351 0.05871 -0.39164
C 2.32600 0.51711 1.05534
H 3.59590 -0.32571 -0.48850
H 1.91094 -0.74131 -0.68115
H 2.51941 0.87986 -1.09714
H 1.36673 0.17353 1.41904
H 2.34406 1.61132 1.13833
H 3.15314 0.15140 1.67308



Relative energy of each structure, in eV: one 0.566; two 0.068; three 0.348; four 0.000.



one | Below is 2 unconnected molecules or ions with the total composition C5H14, with properties calculated with ωB97M-V with the def2-TZVPD basis set.

orbital gap	12.487	eV
SMILES	CCC.CC
2S+1	1
highest occupied orbital energy	-11.4	eV
lowest unoccupied orbital energy	1.11	eV

CARTESIAN COORDINATES (ANGSTROEM)
C -2.30186 0.13304 1.39340
C -0.79281 0.23851 1.34247
C -0.16763 0.00346 2.71279
H -2.72140 0.71754 2.22133
H -2.61774 -0.89484 1.56727
H -2.75483 0.49524 0.47045
H -0.44705 -0.55789 0.66733
H -0.47185 1.18947 0.92504
H -0.48420 -0.95445 3.12151
H 0.92142 0.03874 2.67765
H -0.47966 0.79135 3.40624
C 1.31733 -0.00859 -1.84921
C 1.74973 -0.33498 -3.26941
H 2.07641 -0.30264 -1.12238
H 1.19417 1.07087 -1.76710
H 0.36336 -0.43773 -1.54885
H 0.91478 -0.30202 -3.97035
H 2.23946 -1.30441 -3.37200
H 2.46237 0.41932 -3.60617



two | Below is 2 unconnected molecules or ions with the total composition C5H14, with properties calculated with ωB97M-V with the def2-TZVPD basis set.

orbital gap	11.619	eV
SMILES	CCC.CC
2S+1	1
highest occupied orbital energy	-10.6	eV
lowest unoccupied orbital energy	1.06	eV

CARTESIAN COORDINATES (ANGSTROEM)
C 1.80932 -0.80978 -0.69626
C 1.25221 -2.06344 -0.00726
C -0.26594 -1.59418 0.29176
H 2.91028 -0.67433 -0.83052
H 1.14426 -0.64209 -1.65621
H 1.93493 0.02970 0.07181
H 1.89178 -2.43080 0.80834
H 1.09456 -2.85383 -0.81515
H -1.04402 -2.43629 0.70794
H -0.78055 -1.31077 -0.64307
H -0.19656 -0.91722 1.13846
C -1.04988 1.41257 -0.33490
C -1.19764 2.51644 0.69895
H -0.86139 1.73801 -1.35170
H -0.38391 0.70199 0.16680
H -2.16447 0.90217 -0.34098
H -0.39585 2.58167 1.44147
H -2.31257 2.37168 1.05966
H -1.38456 3.47850 0.29087



Relative energy of each structure, in eV: one 0.000; two 2.483.



one | Below is 2 unconnected molecules or ions with the total composition C5H14, with properties calculated with ωB97M-V with the def2-TZVPD basis set.

orbital gap	12.261	eV
SMILES	CCC.CC
2S+1	1
highest occupied orbital energy	-11.1	eV
lowest unoccupied orbital energy	1.12	eV

CARTESIAN COORDINATES (ANGSTROEM)
C 1.30837 -0.13213 -0.71597
C 2.32194 -0.51204 0.37412
C 1.70229 -0.86030 1.74311
H 1.14893 -1.00091 -1.36235
H 0.35436 0.24087 -0.38896
H 1.64905 0.63847 -1.41576
H 3.02768 0.31040 0.51870
H 3.02457 -1.24656 0.01260
H 1.64695 0.07564 2.27487
H 2.29147 -1.58239 2.31392
H 0.73631 -1.34914 1.56948
C -2.86226 0.11503 -1.01657
C -2.19741 1.32047 -0.29871
H -3.92865 0.26374 -0.90510
H -2.72743 0.29992 -2.09880
H -2.48322 -0.88247 -0.83920
H -2.45045 2.18684 -0.87378
H -1.20326 0.98137 -0.04729
H -2.70731 1.31243 0.68461



two | Below is 2 unconnected molecules or ions with the total composition C5H14, with properties calculated with ωB97M-V with the def2-TZVPD basis set.

orbital gap	12.350	eV
SMILES	CCC.CC
2S+1	1
highest occupied orbital energy	-11.2	eV
lowest unoccupied orbital energy	1.11	eV

CARTESIAN COORDINATES (ANGSTROEM)
C 1.21870 -1.34624 -1.60348
C 1.05505 -1.39700 -0.06871
C 2.27942 -0.85857 0.64547
H 2.11948 -1.89331 -1.89100
H 0.42374 -1.83462 -2.11144
H 1.41609 -0.31056 -1.88890
H 0.19321 -0.78354 0.17779
H 0.78417 -2.43234 0.14925
H 2.41250 0.22082 0.51492
H 2.16507 -1.06896 1.70990
H 3.21257 -1.24078 0.22716
C -1.51797 1.41579 0.45752
C -2.94311 2.00047 0.53763
H -1.37641 0.88991 -0.48534
H -0.78010 2.20889 0.54856
H -1.46523 0.70861 1.26922
H -3.11791 2.78837 -0.16186
H -3.70572 1.24577 0.35190
H -3.06365 2.40424 1.54228



Relative energy of each structure, in eV: one 0.631; two 0.000.